Molecular formula: C29H31BF4O2
Method: DFT, wB97M-V/def2-TZVPD

The value obtained for the orbital gap is 3.18 eV. Its energy relative to the best compared isomer or geometry (same formula, charge and spin) is 3.859 eV. The value obtained for the HOMO energy is -6.71 eV. The calculation puts the LUMO energy at -3.54 eV. Its strongest force on any atom is 0.076 Eh/bohr.

The geometry in ORCA input format:
```
! wB97M-V def2-TZVPD RIJCOSX def2/J DEFGRID3
* xyz 0 1
C 0.912 0.885 3.947
C 1.087 0.388 2.505
C 2.487 0.733 2.053
C 0.724 -1.176 2.330
C 1.425 -1.886 1.170
C 1.031 -2.013 3.568
O -0.646 -1.172 1.993
B -0.970 0.164 1.558
C -1.856 0.307 0.166
C -2.519 -0.791 -0.360
C -3.474 -0.604 -1.375
C -3.668 0.659 -1.914
C -4.543 0.881 -3.124
F -5.478 1.855 -2.915
F -3.778 1.291 -4.197
F -5.199 -0.250 -3.508
C -3.018 1.767 -1.381
C -2.074 1.583 -0.367
C -2.225 0.535 2.692
C -2.302 1.746 3.533
C -3.376 1.477 2.535
O 0.148 1.050 1.660
H 1.745 0.522 4.566
H 0.934 1.983 3.970
H -0.033 0.555 4.399
H 3.236 0.171 2.629
H 2.623 0.508 0.989
H 2.664 1.808 2.192
H 2.504 -2.009 1.333
H 0.974 -2.888 1.059
H 1.265 -1.338 0.232
H 2.126 -2.020 3.705
H 0.565 -1.622 4.478
H 0.688 -3.050 3.425
H -2.319 -1.795 0.023
H -4.031 -1.449 -1.768
H -3.244 2.762 -1.759
H -1.554 2.455 0.043
H -2.459 -0.390 3.236
H -2.619 1.598 4.566
H -1.600 2.564 3.378
H -3.440 2.076 1.628
H -4.333 1.166 2.962
F 5.337 -1.666 -0.745
C 4.605 -0.545 -1.075
C 5.254 0.687 -1.128
C 4.470 1.840 -1.248
C 3.088 1.748 -1.306
C 2.440 0.480 -1.399
C 1.017 0.378 -1.602
C 0.495 -0.420 -2.656
C -0.800 -0.191 -3.216
C -1.498 -1.223 -3.819
C -0.868 -2.462 -4.044
C 0.517 -2.561 -3.839
C 1.211 -1.502 -3.263
C 3.241 -0.692 -1.272
H 6.339 0.734 -1.074
H 4.958 2.815 -1.286
H 2.470 2.655 -1.339
H 0.383 1.144 -1.142
H -1.236 0.806 -3.120
H -2.543 -1.090 -4.113
H -1.433 -3.302 -4.444
H 1.066 -3.455 -4.135
H 2.297 -1.518 -3.270
H 2.807 -1.693 -1.318
*
```

Molecular formula: C29H31FIrNOPSi
Method: DFT, wB97M-V/def2-TZVPD

The value obtained for the orbital gap (spin up / spin down) is 5.75 / 5.76 eV. Its energy relative to the best compared isomer or geometry (same formula, charge and spin) is 3.316 eV. The value obtained for the HOMO energy (spin up / spin down) is -10.70 / -10.70 eV. The calculation puts the LUMO energy (spin up / spin down) at -4.95 / -4.94 eV. Its strongest force on any atom is 0.036 Eh/bohr.

The geometry in ORCA input format:
```
! wB97M-V def2-TZVPD RIJCOSX def2/J DEFGRID3
* xyz 1 1
Ir 0.611 -0.474 -1.146
O 3.060 -1.187 -2.633
N 2.534 -1.271 -1.336
C 3.444 -1.217 -0.437
C 3.248 -1.334 1.010
C 4.436 -1.524 1.719
C 4.433 -1.726 3.090
C 3.230 -1.733 3.770
C 2.043 -1.537 3.076
C 2.027 -1.333 1.701
P 0.388 -1.049 0.932
C -0.330 0.290 1.923
C -0.082 1.608 1.543
C -0.583 2.660 2.292
C -1.342 2.404 3.427
C -1.591 1.096 3.813
C -1.088 0.041 3.066
C -0.560 -2.536 1.325
C 0.074 -3.752 1.566
C -0.678 -4.897 1.787
C -2.063 -4.831 1.771
C -2.700 -3.621 1.526
C -1.954 -2.478 1.297
H 2.607 -1.883 -3.130
H 4.470 -1.143 -0.789
H 5.376 -1.519 1.183
H 5.365 -1.871 3.617
H 3.206 -1.880 4.841
H 1.110 -1.531 3.624
H 0.507 1.813 0.658
H -0.385 3.679 1.989
H -1.740 3.225 4.008
H -2.184 0.894 4.695
H -1.299 -0.975 3.374
H 1.155 -3.815 1.584
H -0.180 -5.838 1.975
H -2.648 -5.723 1.949
H -3.781 -3.568 1.508
H -2.458 -1.541 1.092
F -5.436 -0.805 -2.241
C -4.116 -0.715 -2.007
C -3.355 -1.870 -2.024
C -1.999 -1.775 -1.751
C -1.386 -0.541 -1.500
C -2.199 0.610 -1.514
C -3.566 0.525 -1.757
H -3.828 -2.820 -2.233
H -1.407 -2.683 -1.738
H -1.769 1.582 -1.333
H -4.198 1.403 -1.764
C 1.849 4.488 -2.184
Si 0.487 3.484 -2.972
C 0.422 3.730 -4.813
C -1.143 3.929 -2.171
C 0.862 1.675 -2.613
H 1.675 5.552 -2.356
H 2.826 4.240 -2.600
H 1.892 4.332 -1.104
H 0.189 4.769 -5.051
H -0.346 3.105 -5.272
H 1.378 3.490 -5.282
H -1.322 5.002 -2.273
H -1.147 3.696 -1.104
H -1.979 3.405 -2.637
H 0.848 0.876 -3.352
H 1.088 1.393 -1.617
*
```

Molecular formula: C29H31N3O4Pd
Method: DFT, wB97M-V/def2-TZVPD

The value obtained for the orbital gap (spin up / spin down) is 6.46 / 6.46 eV. Its energy relative to the best compared isomer or geometry (same formula, charge and spin) is 0.000 eV. The value obtained for the HOMO energy (spin up / spin down) is -6.18 / -6.18 eV. The calculation puts the LUMO energy (spin up / spin down) at 0.28 / 0.28 eV. Its strongest force on any atom is 0.033 Eh/bohr.

The geometry in ORCA input format:
```
! wB97M-V def2-TZVPD RIJCOSX def2/J DEFGRID3
* xyz 0 1
Pd -0.852 0.271 -0.065
N -3.016 0.616 3.056
C -2.374 1.806 2.748
C -2.813 2.948 3.444
C -2.214 4.159 3.199
C -1.184 4.232 2.266
C -0.831 3.071 1.620
N -1.413 1.885 1.836
C -2.657 -0.723 2.885
C -3.202 -1.652 3.784
C -2.831 -2.974 3.669
C -1.915 -3.336 2.687
C -1.449 -2.349 1.844
N -1.842 -1.075 1.910
H -3.698 0.732 3.787
H -3.609 2.864 4.174
H -2.541 5.042 3.733
H -0.674 5.160 2.051
H -0.048 3.063 0.868
H -3.881 -1.330 4.563
H -3.234 -3.711 4.351
H -1.569 -4.353 2.577
H -0.728 -2.572 1.066
C 4.907 1.124 -4.514
O 5.427 0.744 -3.257
C 4.546 0.585 -2.234
C 5.123 0.126 -1.026
C 4.307 -0.068 0.048
C 2.904 0.143 0.017
C 2.118 -0.174 1.174
C 2.751 -0.252 2.551
O 0.890 -0.380 1.199
C 2.314 0.629 -1.214
O 1.089 0.878 -1.383
C 3.206 0.835 -2.322
H 5.749 1.132 -5.201
H 4.459 2.121 -4.477
H 4.157 0.410 -4.865
H 6.184 -0.072 -0.987
H 4.761 -0.446 0.952
H 3.833 -0.201 2.585
H 2.406 -1.161 3.043
H 2.354 0.594 3.117
H 2.744 1.200 -3.228
C -2.559 3.063 -2.455
O -1.640 2.226 -1.741
C -2.052 1.272 -0.942
C -3.532 1.103 -0.777
H -3.174 3.636 -1.762
H -3.189 2.469 -3.115
H -1.936 3.731 -3.041
H -4.013 0.896 -1.738
H -3.965 2.027 -0.381
H -3.735 0.286 -0.092
C -1.374 -1.047 -1.649
C -0.410 -2.162 -1.758
C -0.725 -3.434 -1.262
C 0.184 -4.479 -1.330
C 1.433 -4.284 -1.904
C 1.748 -3.036 -2.429
C 0.838 -1.994 -2.368
H -2.383 -1.377 -1.405
H -1.337 -0.395 -2.520
H -1.703 -3.605 -0.825
H -0.088 -5.452 -0.937
H 2.148 -5.095 -1.950
H 2.716 -2.865 -2.884
H 1.097 -1.023 -2.766
*
```

Molecular formula: C29H31N4O2RhS4Si2
Method: DFT, wB97M-V/def2-TZVPD

The value obtained for the orbital gap is 5.72 eV. Its energy relative to the best compared isomer or geometry (same formula, charge and spin) is 0.562 eV. The value obtained for the HOMO energy is -1.51 eV. The calculation puts the LUMO energy at 4.22 eV. Its strongest force on any atom is 0.027 Eh/bohr.

The geometry in ORCA input format:
```
! wB97M-V def2-TZVPD RIJCOSX def2/J DEFGRID3
* xyz -2 1
Rh -0.484 -0.762 0.166
C 2.992 -1.368 -0.887
Si 1.808 -0.748 0.465
C 2.415 -1.708 1.993
C 2.421 1.057 0.605
C 3.677 1.463 1.049
C 4.062 2.798 0.996
C 3.193 3.744 0.465
C 1.944 3.349 0.000
C 1.536 2.018 0.073
Si -0.179 1.389 -0.488
C -0.176 1.590 -2.367
C -1.407 2.664 0.153
H 3.998 -1.033 -0.616
H 2.740 -0.942 -1.859
H 2.997 -2.457 -0.992
H 3.501 -1.844 1.996
H 1.956 -2.698 1.985
H 2.132 -1.203 2.920
H 4.372 0.730 1.452
H 5.038 3.102 1.361
H 3.489 4.787 0.418
H 1.271 4.100 -0.405
H 0.252 2.565 -2.624
H -1.192 1.514 -2.756
H 0.428 0.817 -2.848
H -1.372 3.540 -0.507
H -1.139 2.972 1.159
H -2.432 2.289 0.152
S -2.836 -0.510 -0.941
C -4.079 0.173 0.087
C -4.940 1.176 -0.388
C -5.928 1.728 0.413
C -6.098 1.302 1.725
C -5.261 0.303 2.211
C -4.277 -0.255 1.409
H -4.801 1.529 -1.403
H -6.565 2.509 0.010
H -6.864 1.738 2.355
H -5.377 -0.052 3.230
H -3.648 -1.049 1.783
C -0.237 1.318 5.327
N -0.654 0.290 4.398
C -1.276 -0.833 4.857
C -1.662 -1.804 4.027
C -1.405 -1.651 2.594
O -1.704 -2.542 1.801
N -0.832 -0.482 2.161
C -0.422 0.493 3.018
O 0.154 1.514 2.682
H 0.360 0.881 6.130
H -1.100 1.832 5.762
H 0.362 2.036 4.775
H -1.421 -0.878 5.930
H -2.148 -2.706 4.363
S 1.327 -7.453 -1.803
C 0.814 -5.906 -1.415
S 0.710 -4.680 -2.631
C 0.227 -3.481 -1.430
N 0.157 -3.987 -0.242
N 0.443 -5.350 -0.243
C 0.314 -5.965 1.042
C 0.223 -7.344 1.214
C 0.081 -7.871 2.490
C 0.016 -7.046 3.601
C 0.075 -5.670 3.420
C 0.215 -5.130 2.154
S -0.066 -1.884 -1.939
H 0.269 -7.995 0.359
H 0.014 -8.946 2.607
H -0.096 -7.467 4.593
H -0.002 -4.999 4.265
H 0.199 -4.063 2.008
*
```

Molecular formula: C29H31N5NaOS2
Method: DFT, wB97M-V/def2-TZVPD

The value obtained for the orbital gap is 9.23 eV. Its energy relative to the best compared isomer or geometry (same formula, charge and spin) is 0.399 eV. The value obtained for the HOMO energy is -11.11 eV. The calculation puts the LUMO energy at -1.88 eV. Its strongest force on any atom is 0.026 Eh/bohr.

The geometry in ORCA input format:
```
! wB97M-V def2-TZVPD RIJCOSX def2/J DEFGRID3
* xyz 1 1
Na 0.473 -0.027 0.306
C 1.973 -2.766 0.341
N 0.601 -2.283 0.129
C 0.139 -2.399 -1.265
C 1.092 -1.761 -2.254
C 1.387 -2.378 -3.461
C 2.250 -1.746 -4.340
C 2.809 -0.532 -3.975
C 2.465 0.001 -2.743
N 1.612 -0.584 -1.900
C -0.374 -2.845 1.070
C -0.653 -1.991 2.300
C -1.765 -2.274 3.084
C -1.971 -1.543 4.238
C -1.053 -0.559 4.583
C 0.016 -0.342 3.735
N 0.215 -1.030 2.606
C 2.955 -1.798 0.997
C 4.055 -2.328 1.660
C 5.012 -1.473 2.175
C 4.845 -0.107 2.015
C 3.711 0.333 1.357
N 2.780 -0.483 0.857
H 2.409 -3.043 -0.623
H 1.960 -3.685 0.933
H -0.820 -1.874 -1.343
H -0.038 -3.440 -1.560
H 0.952 -3.340 -3.702
H 2.496 -2.203 -5.291
H 3.505 -0.016 -4.622
H 2.903 0.938 -2.407
H -0.032 -3.820 1.436
H -1.317 -3.039 0.555
H -2.457 -3.054 2.788
H -2.831 -1.739 4.865
H -1.166 0.027 5.486
H 0.756 0.421 3.964
H 4.156 -3.402 1.770
H 5.877 -1.866 2.694
H 5.568 0.600 2.397
H 3.535 1.396 1.226
O -0.310 1.432 -0.893
S 0.654 2.564 -1.135
C 0.484 3.097 -2.870
C -0.408 4.335 -2.901
C -0.091 5.106 -1.620
C -0.150 4.068 -0.506
H 0.087 2.229 -3.397
H 1.491 3.304 -3.234
H -1.458 4.039 -2.908
H -0.225 4.929 -3.795
H -0.794 5.917 -1.437
H 0.907 5.546 -1.682
H -1.172 3.738 -0.305
H 0.330 4.367 0.424
S -3.587 2.544 1.942
C -2.098 1.664 1.957
N -2.047 0.582 1.261
C -3.277 0.363 0.641
C -3.593 -0.722 -0.179
C -4.858 -0.809 -0.719
C -5.823 0.173 -0.454
C -5.533 1.252 0.356
C -4.250 1.335 0.898
H -1.260 2.038 2.534
H -2.847 -1.482 -0.378
H -5.113 -1.646 -1.356
H -6.810 0.082 -0.889
H -6.279 2.008 0.563
*
```

Molecular formula: C29H32BBr2FN3O5S2
Method: DFT, wB97M-V/def2-TZVPD

The value obtained for the orbital gap is 6.23 eV. The value obtained for the HOMO energy is -10.66 eV. The calculation puts the LUMO energy at -4.43 eV. Its strongest force on any atom is 0.039 Eh/bohr.

The geometry in ORCA input format:
```
! wB97M-V def2-TZVPD RIJCOSX def2/J DEFGRID3
* xyz 1 1
O 4.137 -1.704 2.961
C 3.050 -1.688 2.549
F 2.576 -2.682 1.821
C 2.130 -0.513 2.733
C 2.597 0.644 1.870
C 1.677 1.836 2.102
N 1.845 2.935 1.160
C 0.585 3.334 0.507
B -0.341 4.207 1.491
O 0.102 4.698 2.699
O -1.616 4.512 1.115
C 3.010 2.799 0.286
C 3.255 1.417 -0.380
Br 5.188 1.013 -0.163
C 2.972 1.303 -1.886
C 1.836 2.188 -2.400
C 1.419 1.745 -3.834
S -0.396 1.651 -3.878
C -0.725 -0.007 -4.450
S -0.206 -0.469 -5.910
N -1.477 -0.905 -3.647
C -2.218 -0.264 -2.600
C -2.137 -0.615 -1.258
C -2.875 0.056 -0.292
C -3.701 1.117 -0.647
C -3.805 1.453 -1.992
C -3.084 0.766 -2.954
C -0.726 -2.060 -3.204
C 0.651 -2.088 -3.061
C 1.301 -3.229 -2.595
C 0.570 -4.358 -2.258
C -0.812 -4.344 -2.415
C -1.448 -3.205 -2.884
N 2.584 0.303 0.410
Br 0.837 -0.159 -0.188
H 2.225 -0.242 3.778
H 1.085 -0.764 2.559
H 3.601 0.902 2.197
H 1.914 2.199 3.106
H 0.637 1.519 2.150
H 0.815 3.997 -0.321
H -0.021 2.488 0.163
H -0.071 4.109 3.437
H -1.875 3.983 0.351
H 2.967 3.580 -0.459
H 3.881 3.023 0.894
H 3.878 1.606 -2.401
H 2.819 0.268 -2.181
H 0.947 2.058 -1.804
H 2.137 3.227 -2.453
H 1.880 0.808 -4.124
H 1.741 2.500 -4.543
H -1.506 -1.429 -0.930
H -2.796 -0.252 0.740
H -4.254 1.650 0.110
H -4.471 2.254 -2.270
H -3.205 1.057 -3.989
H 1.254 -1.225 -3.303
H 2.375 -3.200 -2.489
H 1.064 -5.240 -1.881
H -1.387 -5.219 -2.158
H -2.522 -3.194 -2.997
H 3.162 -0.526 0.243
C -3.481 -1.270 3.859
C -4.035 -2.141 4.699
C -3.349 -3.411 5.055
O -3.849 -4.205 5.815
C -2.021 -3.668 4.435
C -1.472 -2.794 3.596
C -2.160 -1.530 3.247
O -1.655 -0.728 2.477
H -3.964 -0.340 3.587
H -5.000 -1.972 5.160
H -1.538 -4.598 4.705
H -0.508 -2.964 3.131
*
```

Molecular formula: C29H32BrN2O4S3SbSe4V
Method: DFT, wB97M-V/def2-TZVPD

The expectation value of S² is 1.170. The value obtained for the orbital gap (spin up / spin down) is 5.08 / 5.31 eV. Its energy relative to the best compared isomer or geometry (same formula, charge and spin) is 0.000 eV. The value obtained for the HOMO energy (spin up / spin down) is -1.52 / -1.56 eV. The calculation puts the LUMO energy (spin up / spin down) at 3.56 / 3.75 eV. Its strongest force on any atom is 0.062 Eh/bohr.

The geometry in ORCA input format:
```
! wB97M-V def2-TZVPD RIJCOSX def2/J DEFGRID3
* xyz -2 2
V 0.285 -0.089 -0.337
C -3.899 0.135 -2.988
C -2.989 0.173 -1.794
N -1.905 0.844 -1.739
N -1.544 1.647 -2.812
C -0.360 1.422 -3.269
S 0.667 0.065 -2.954
S 0.180 2.716 -4.386
C 0.782 1.706 -5.775
C -0.365 1.034 -6.480
C -1.189 1.763 -7.337
C -2.315 1.188 -7.901
C -2.643 -0.132 -7.608
C -1.821 -0.870 -6.771
C -0.683 -0.294 -6.218
C -3.299 -0.640 -0.582
C -4.564 -0.694 -0.004
C -4.753 -1.325 1.219
C -3.683 -1.966 1.841
C -2.451 -2.042 1.212
C -2.248 -1.347 0.024
O -1.047 -1.273 -0.547
H -3.346 0.386 -3.892
H -4.705 0.866 -2.870
H -4.346 -0.854 -3.089
H 1.489 0.987 -5.366
H 1.296 2.416 -6.424
H -0.944 2.798 -7.549
H -2.949 1.772 -8.557
H -3.534 -0.578 -8.034
H -2.071 -1.897 -6.532
H -0.046 -0.874 -5.563
H -5.389 -0.186 -0.493
H -5.724 -1.301 1.696
H -3.790 -2.407 2.824
H -1.636 -2.584 1.678
C -3.892 3.208 0.011
C -2.814 4.290 0.108
C -1.467 3.826 -0.442
S -0.853 2.376 0.454
O 0.441 1.998 -0.323
C -0.347 3.266 1.966
C 1.130 3.161 2.328
C 1.335 3.492 3.805
H -4.858 3.594 0.343
H -3.652 2.347 0.636
H -3.990 2.859 -1.019
H -2.708 4.596 1.153
H -3.130 5.169 -0.458
H -0.690 4.591 -0.384
H -1.560 3.495 -1.478
H -0.959 2.826 2.759
H -0.637 4.310 1.838
H 1.721 3.820 1.687
H 1.487 2.153 2.129
H 1.077 4.535 4.014
H 2.372 3.322 4.097
H 0.706 2.856 4.429
Se -2.510 0.943 4.765
Sb -0.215 -0.183 4.546
Se -1.357 0.539 7.021
Se -0.687 -2.572 4.853
Se 0.152 -0.160 1.813
Br 0.361 -5.358 1.415
C 1.982 -4.391 1.264
C 3.173 -5.014 1.597
C 4.365 -4.329 1.404
C 4.357 -3.043 0.889
C 3.155 -2.424 0.563
C 1.959 -3.106 0.748
C 3.219 -1.026 -0.006
O 4.281 -0.451 -0.127
O 2.081 -0.508 -0.367
H 3.165 -6.016 2.002
H 5.307 -4.810 1.640
H 5.274 -2.491 0.732
H 1.012 -2.665 0.477
*
```

| no. | DFT total energy (Ha) |
| --- | --- |
| 1 | -1698.3791 |
| 2 | -2088.3554 |
| 3 | -1716.6747 |
| 4 | -3775.7165 |
| 5 | -2431.2605 |
| 6 | -7733.6171 |
| 7 | -16093.4735 |